No. 1
Entry from OMol25: an isolated ion of composition C3H10N2 and charge -1 at a distorted geometry (wB97M-V/def2-TZVPD).

Values from the calculation:
charge	-1
2S+1	2
E_LUMO (spin up / spin down)	4.14 / 4.10	eV
expectation value of S²	0.750
HOMO energy (spin up / spin down)	0.058 / -0.185	hartree
energy relative to the best compared isomer or geometry (same formula, charge and spin)	44.04	kJ/mol
HOMO-LUMO gap (spin up / spin down)	2.569 / 9.126	eV

Last column: Mulliken charge in e.
Element x y z (Å)
H 0.041 1.001 -0.940  0.20
H 0.312 -1.279 -2.467  0.70
C -0.473 0.355 1.039  -0.88
H -1.826 1.501 2.007  0.28
H 0.097 0.218 1.948  0.62
N -1.224 1.633 1.189  -0.63
H 2.087 -0.735 -1.029  0.64
H -1.134 -0.457 0.768  0.02
H 1.155 -1.488 0.288  0.69
H -1.894 1.651 0.421  0.28
N 0.151 -1.526 -1.499  -1.13
H 0.251 -2.535 -1.411  0.83
H 1.321 1.175 0.190  0.54
C 1.090 -0.842 -0.599  -2.58
C 0.526 0.484 -0.110  -0.57

***

No. 2
Entry from OMol25: one molecule with the formula C8H10N2S at a distorted geometry (wB97M-V/def2-TZVPD).

Values from the calculation:
E_LUMO	0.44	eV
HOMO energy	-0.314	hartree
SMILES	C=CSC1(C2N=CC=N2)CC1
energy relative to the best compared isomer or geometry (same formula, charge and spin)	372.44	kJ/mol
HOMO-LUMO gap	8.983	eV

Last column: Mulliken charge in e.
Element x y z (Å)
C -1.190 0.450 -1.721  -0.27
C -0.598 -0.500 2.211  -0.86
C -0.792 1.275 0.203  -0.16
H 4.060 0.411 -0.982  0.36
C 2.239 -0.397 -0.285  0.02
H -1.638 -1.014 0.268  0.14
H 3.483 -1.188 -1.781  0.18
H 1.613 -1.313 -0.226  0.13
N -2.413 1.247 0.042  -0.54
H -3.513 0.729 -1.696  0.39
S 1.727 0.481 1.186  -0.17
H -0.900 0.021 -2.659  0.44
H -0.086 -2.043 0.786  0.41
N -0.301 0.913 -1.035  -0.22
C -2.636 0.702 -1.098  -0.21
H -0.518 2.350 0.402  0.36
C -0.662 -1.116 0.821  -0.75
H -1.362 -0.030 2.767  0.25
C -0.001 0.194 1.011  0.76
C 3.345 -0.292 -1.050  -0.67
H 0.142 -0.880 2.838  0.40

***

No. 3
Entry from OMol25: H4N2O as an isolated structure at a distorted geometry (wB97M-V/def2-TZVPD).

Values from the calculation:
E_LUMO (spin up / spin down)	0.64 / 0.64	eV
HOMO energy (spin up / spin down)	-0.339 / -0.339	hartree
energy relative to the best compared isomer or geometry (same formula, charge and spin)	270.52	kJ/mol
HOMO-LUMO gap (spin up / spin down)	9.866 / 9.866	eV

Last column: Mulliken charge in e.
Element x y z (Å)
H 0.155 1.637 -0.136  0.22
O 0.937 0.062 0.311  -0.27
H 0.559 0.669 -1.524  0.28
H -1.140 0.054 1.095  0.26
N -0.663 -0.755 0.576  -0.48
N 0.790 1.048 -0.514  -0.26
H -0.330 -1.537 1.253  0.26

***

No. 4
Entry from OMol25: one molecule with the formula C3H8N2O (wB97M-V/def2-TZVPD).

Values from the calculation:
E_LUMO	0.88	eV
HOMO energy	-0.343	hartree
SMILES	CNC(=O)NC
energy relative to the best compared isomer or geometry (same formula, charge and spin)	29.26	kJ/mol
HOMO-LUMO gap	10.226	eV

Last column: Mulliken charge in e.
Element x y z (Å)
C 2.392 -0.210 -0.399  -0.79
H -2.234 1.056 -0.696  0.30
N 1.140 -0.544 0.253  -0.30
C -0.032 -0.052 -0.296  0.60
N -1.115 -0.141 0.545  -0.23
H -1.078 -0.752 1.344  0.22
O -0.096 0.422 -1.419  -0.64
C -2.387 0.431 0.184  -0.80
H 1.169 -0.552 1.262  0.25
H 2.238 -0.234 -1.477  0.31
H 3.153 -0.946 -0.127  0.27
H 2.749 0.792 -0.128  0.27
H -3.140 -0.329 -0.045  0.27
H -2.759 1.058 0.999  0.28

***

No. 5
Entry from OMol25: C5H10N2O as an isolated structure at a distorted geometry (wB97M-V/def2-TZVPD).

Values from the calculation:
E_LUMO (spin up / spin down)	-0.16 / -0.16	eV
HOMO energy (spin up / spin down)	-0.256 / -0.256	hartree
energy relative to the best compared isomer or geometry (same formula, charge and spin)	561.79	kJ/mol
HOMO-LUMO gap (spin up / spin down)	6.802 / 6.800	eV

Last column: Mulliken charge in e.
Element x y z (Å)
N 1.553 -1.275 -1.193  -0.93
H -1.146 2.541 1.392  0.27
H -1.778 0.940 1.619  0.26
C 0.109 1.008 0.875  -0.32
H -1.646 -1.023 0.092  0.24
C -0.621 -1.345 0.245  -0.75
H 0.489 1.400 -1.860  0.33
H 1.329 -1.908 -1.961  0.22
O 1.384 -0.869 1.751  -0.58
H 2.076 -1.255 1.186  0.41
C 0.404 -0.403 0.875  0.39
C 0.488 -0.796 -0.622  0.60
H -0.619 0.083 -2.329  0.39
H -0.488 -2.380 0.538  0.30
C -0.301 0.734 -1.516  -1.33
H 0.939 1.686 0.717  0.38
N -0.999 1.544 1.400  -0.26
H -1.172 1.317 -1.209  0.38

***

No. 6
Entry from OMol25: a 3-piece molecular cluster, H7O3 overall (wB97M-V/def2-TZVPD).

Values from the calculation:
charge	+1
E_LUMO	-3.69	eV
HOMO energy	-0.623	hartree
energy relative to the best compared isomer or geometry (same formula, charge and spin)	24.01	kJ/mol
HOMO-LUMO gap	13.265	eV

Last column: Mulliken charge in e.
Element x y z (Å)
O -1.204 0.600 -1.537  -0.65
H 2.104 -0.134 1.790  0.35
H -0.972 -0.072 -0.370  0.45
O 1.924 -0.145 0.839  -0.67
H -1.089 -1.184 1.059  0.39
H 0.404 -0.622 0.628  0.45
H -1.205 1.541 -1.314  0.39
H -2.045 0.361 -1.948  0.39
H 2.640 0.381 0.452  0.33
O -0.557 -0.727 0.402  -0.42

***

No. 7
Entry from OMol25: one molecule with the formula C3H4O3S at a distorted geometry (wB97M-V/def2-TZVPD).

Values from the calculation:
E_LUMO	0.00	eV
HOMO energy	-0.372	hartree
SMILES	CS(=O)(=O)C#CO
energy relative to the best compared isomer or geometry (same formula, charge and spin)	525.56	kJ/mol
HOMO-LUMO gap	10.132	eV

Last column: Mulliken charge in e.
Element x y z (Å)
C -0.922 -1.551 -2.202  0.87
H 0.780 0.935 1.570  0.29
O -2.053 -0.004 0.990  -0.59
H -1.037 -2.365 -3.846  0.37
C -1.028 -0.581 -1.379  -0.72
O -1.838 1.834 -0.594  -0.56
H 0.753 -0.234 0.139  0.36
O -0.537 -2.491 -3.029  -0.46
S -1.270 0.613 -0.123  1.02
C 0.533 0.717 0.430  -0.91
H 1.029 1.509 -0.033  0.33

***

No. 8
Entry from OMol25: C19H31AuClNO5Si4Te as an isolated structure (wB97M-V/def2-TZVPD).

Values from the calculation:
charge	-2
E_LUMO	4.02	eV
HOMO energy	-0.036	hartree
energy relative to the best compared isomer or geometry (same formula, charge and spin)	16.11	kJ/mol
HOMO-LUMO gap	5.013	eV

Last column: Mulliken charge in e.
Element x y z (Å)
H -4.134 -1.484 5.187  0.37
C 1.340 1.971 7.386  -1.06
C 0.232 -3.697 5.906  -1.07
H -2.682 -4.706 -2.540  0.40
Cl -1.205 -2.886 -4.184  -0.24
C -1.571 -2.866 -2.489  0.34
Si -2.071 -0.061 5.506  0.40
C 0.917 -1.882 8.211  -1.05
H 1.090 4.083 4.867  0.36
C -2.074 -2.770 0.162  -0.09
C 1.380 3.637 -3.156  0.45
C 0.492 3.182 4.706  -0.90
Si 1.063 -2.038 6.314  0.32
H -3.474 0.144 7.602  0.39
H 3.670 0.847 5.337  0.27
H 1.879 2.889 7.635  0.39
H -1.904 0.927 7.816  0.26
O -0.809 4.375 -2.401  -0.74
H -3.013 -1.642 3.824  0.05
Si 1.297 1.668 5.503  0.29
H 3.470 -1.363 6.359  0.23
C 2.919 -2.219 5.961  -1.03
O -0.173 2.596 -0.094  -0.89
H -2.681 -2.484 5.336  0.23
H 1.395 -0.967 8.570  0.25
C 0.487 2.743 -1.168  0.86
Si 0.198 -0.323 4.961  0.09
O 3.062 1.915 -3.474  -0.72
Au 0.647 0.900 1.168  0.58
H -2.677 1.503 3.658  0.30
C -2.882 1.469 4.731  -1.10
C 1.667 1.982 -1.492  0.76
H 1.384 -2.726 8.725  0.37
C -2.567 -3.841 -0.567  -0.52
H -0.534 -1.005 -2.091  0.51
H 0.723 -4.546 6.388  0.38
O 1.660 4.454 -4.020  -0.69
H 3.352 -3.126 6.391  0.38
C -3.078 -1.557 4.912  -0.81
H -2.030 -0.830 7.897  0.22
H 0.404 3.025 3.627  0.16
H -3.130 -4.628 -0.083  0.35
H -2.484 2.387 5.168  0.28
O 2.149 1.097 -0.741  -0.90
H -0.510 3.370 5.094  0.27
C -1.119 -1.825 -1.687  -0.46
C 2.171 2.419 -2.799  0.07
C 3.094 1.674 4.913  -0.98
H 0.243 -3.862 4.826  0.28
H -0.814 -3.688 6.227  0.24
H 3.085 -2.241 4.881  0.27
H -2.228 -2.691 1.233  0.19
H -0.132 -1.843 8.517  0.28
C 0.191 3.677 -2.252  0.08
H -3.966 1.476 4.871  0.36
H 1.835 1.144 7.899  0.19
H 0.328 2.053 7.795  0.25
H 3.596 2.609 5.177  0.36
Te 0.571 -1.202 2.681  -0.47
H 3.122 1.569 3.826  0.24
C -2.312 -3.893 -1.930  -0.34
N -1.374 -1.784 -0.386  -0.15
C -2.407 0.058 7.382  -1.08